1.
C32H65BN4O5 | wB97M-V/def2-TZVPD

For the orbital gap, the calculation gives 8.24 eV. Its charge is 0. The SMILES is CCOB(O)[C@H](C#N)[C@@](C#N)(CCCCCCCOC)CCCC(=O)OCC.CCN(CC)CC.CCN(CC)CC.

Atoms and positions in Å:
O  -2.052  -0.150  -2.741
O  2.851  0.178  1.092
O  -4.004  -1.335  -1.971
O  -0.136  -0.890  6.105
O  3.785  -1.738  0.399
N  -1.752  0.041  0.786
N  -2.401  -4.685  -2.604
N  -0.141  1.949  -7.109
N  0.177  3.925  3.659
C  0.106  6.315  3.005
C  -1.721  -1.053  0.442
C  0.091  2.969  -6.104
C  -0.244  3.448  2.351
C  -2.700  -4.079  3.388
C  0.761  1.974  -8.249
C  -1.681  -2.462  -0.003
C  4.320  -2.308  1.608
C  0.887  5.191  3.668
C  0.092  4.383  -6.664
C  0.729  -2.231  1.023
C  -2.974  -3.129  0.574
C  -2.896  -4.641  0.826
C  -1.357  -2.694  5.091
C  4.105  -3.821  1.645
C  -2.511  1.171  -2.374
C  0.701  -0.033  -5.729
C  0.016  -2.065  5.335
C  0.759  2.928  4.540
C  0.840  3.246  1.286
C  1.441  -1.377  -0.037
C  -1.505  -3.149  3.640
C  1.032  -0.099  6.180
C  -2.105  -3.673  -2.153
C  2.740  -0.876  0.542
C  2.172  2.419  4.223
C  -0.361  -3.145  0.463
C  -2.510  -5.095  2.255
C  -0.414  0.643  -6.536
C  -1.713  -2.390  -1.573
C  2.268  1.878  -7.979
C  -1.350  2.049  -1.953
B  -2.651  -1.207  -2.123
H  -2.194  -5.076  0.112
H  0.460  1.170  -8.924
H  0.924  0.799  5.563
H  -3.112  -5.973  2.500
H  -1.568  -2.268  2.989
H  -3.273  -2.586  1.470
H  1.882  5.129  3.199
H  1.522  4.096  1.222
H  -1.474  -5.449  2.270
H  0.854  -0.501  -0.317
H  0.351  -1.595  1.827
H  2.558  1.855  5.076
H  -0.988  4.147  1.960
H  5.381  -2.062  1.650
H  2.579  0.869  -7.712
H  -3.861  -5.076  0.562
H  0.948  4.568  -7.314
H  1.476  -2.891  1.479
H  0.069  -3.657  -0.404
H  0.686  -2.768  5.851
H  3.400  -4.106  2.428
H  0.073  2.076  4.582
H  -3.764  -2.935  -0.155
H  -1.291  0.743  -5.889
H  0.484  -1.814  4.371
H  0.288  -0.886  -5.186
H  -0.784  2.510  2.496
H  -2.100  -1.930  5.327
H  -2.884  -4.639  4.311
H  0.574  2.898  -8.803
H  0.372  3.132  0.307
H  1.491  -0.413  -6.376
H  1.030  2.809  -5.549
H  -0.714  2.887  -5.368
H  -0.592  -3.689  3.353
H  2.191  1.757  3.358
H  3.853  -1.819  2.466
H  0.003  6.164  1.930
H  -4.502  -0.832  -2.623
H  -0.705  1.527  -1.246
H  -0.699  -2.172  -1.919
H  1.144  0.638  -4.992
H  2.819  2.162  -8.877
H  2.866  3.241  4.038
H  5.037  -4.356  1.823
H  0.142  5.103  -5.847
H  -3.007  1.618  -3.239
H  0.625  7.264  3.153
H  2.580  2.551  -7.179
H  1.919  -0.646  5.843
H  1.060  5.456  4.716
H  -3.219  1.095  -1.546
H  -0.759  2.394  -2.802
H  -3.605  -3.484  3.228
H  -0.575  -3.919  1.195
H  -0.722  -0.028  -7.342
H  -1.756  2.920  -1.432
H  0.765  3.354  5.549
H  1.664  -1.996  -0.909
H  1.195  0.206  7.215
H  -1.494  -3.561  5.741
H  -0.820  4.572  -7.233
H  1.434  2.350  1.460
H  3.690  -4.154  0.692
H  -0.892  6.398  3.438

---

2.
C4H14N3OSi | wB97M-V/def2-TZVPD

For the orbital gap, the calculation gives 10.87 eV. Its charge is +1. The SMILES is C[Si](C)(C)O/C(N)=[NH+]\N. Its energy above the lowest of the compared OMol25 structures with the same formula, charge and spin is 50.63 kcal/mol.

Atoms and positions in Å:
Si  -1.510  0.039  -0.245
O  0.476  -0.096  -0.542
N  1.363  -0.935  1.467
N  2.794  -0.082  -0.013
N  3.447  0.791  -0.962
C  -2.077  -1.750  0.265
C  -1.845  0.790  -1.967
C  -1.548  1.399  1.104
C  1.457  -0.325  0.262
H  4.268  1.340  -0.485
H  -1.618  -2.507  -0.283
H  3.832  0.105  -1.675
H  3.299  -0.136  0.849
H  0.591  -1.281  1.840
H  2.214  -1.306  1.825
H  -1.797  -1.881  1.329
H  -0.606  1.593  1.664
H  -0.893  1.219  -2.225
H  -2.778  1.253  -1.966
H  -2.080  0.134  -2.779
H  -2.290  1.199  1.848
H  -3.162  -1.958  0.198
H  -1.534  2.396  0.489

---

3.
C4H5ClO2 | wB97M-V/def2-TZVPD

For the orbital gap (alpha / beta), the calculation gives 6.80 / 7.91 eV. Its charge is 0. Its spin multiplicity is 3. Its energy above the lowest of the compared OMol25 structures with the same formula, charge and spin is 23.65 kcal/mol.

Atoms and positions in Å:
Cl  -3.475  -0.758  -0.091
O  1.075  -0.439  2.720
O  0.894  -0.246  0.581
C  0.494  0.185  1.764
C  -1.852  -0.370  -0.024
C  0.392  0.330  -0.617
C  -0.964  -0.154  -0.991
H  1.602  -1.324  2.346
H  -1.391  -0.308  0.954
H  -1.127  -0.039  -2.041
H  0.410  1.566  -0.657
H  1.190  0.123  -1.418

---

4.
C6H15N2O | wB97M-V/def2-TZVPD

For the orbital gap, the calculation gives 10.08 eV. Its charge is +1. Its energy above the lowest of the compared OMol25 structures with the same formula, charge and spin is 98.66 kcal/mol.

Atoms and positions in Å:
O  1.622  0.145  -1.474
N  0.031  -1.774  -0.337
N  0.348  0.809  0.375
C  0.261  -2.459  -1.589
C  0.955  1.830  1.247
C  1.247  -0.193  -0.191
C  -2.225  0.891  0.373
C  -0.902  1.027  -0.336
C  0.349  0.715  1.902
H  0.438  2.845  1.298
H  1.953  1.883  1.233
H  0.126  -1.745  -2.394
H  -0.451  -3.320  -1.905
H  2.100  -0.397  0.562
H  -0.585  0.821  2.362
H  -2.394  1.624  1.160
H  1.304  -2.816  -1.519
H  -0.968  2.047  -0.886
H  -1.014  0.315  -1.232
H  0.288  -2.432  0.408
H  1.995  -0.701  -1.805
H  -2.420  -0.189  0.713
H  -2.973  1.087  -0.356
H  0.913  -0.013  2.391

---

Number 1: F_max 0.70 eV Å⁻¹. Number 2: F_max 4.90 eV Å⁻¹. Number 3: F_max 5.68 eV Å⁻¹. Number 4: F_max 4.75 eV Å⁻¹.